Formula: C18H23N5OS
Source: OMol25
Level of theory: wB97M-V/def2-TZVPD

As for the structure (SMILES): N#Cc1n[nH]/c(=N\C[C@@H]2CC[C@@H](NC(=O)C#CC3CCCCC3)C2)s1. The energy above the lowest of the compared OMol25 structures with the same formula, charge and spin is 62.7 kcal/mol. As for the lowest unoccupied orbital energy: 0.05 eV. The calculation puts the largest force on an atom at 0.001 Eh/bohr. The HOMO energy comes out at -8.908 eV.

XYZ file:
```
48
C18H23N5OS (wB97M-V/def2-TZVPD)
N -10.6070 0.7789 -0.7427
C -9.6180 0.3505 -0.3474
C -8.3575 -0.1370 0.1160
N -8.1848 -1.3701 0.4212
N -6.9163 -1.5761 0.8209
C -6.0350 -0.4969 0.8510
N -4.8247 -0.4247 1.1790
C -4.0989 -1.6101 1.5959
C -2.9835 -1.9418 0.6091
C -2.2375 -3.2349 1.0128
C -0.7674 -2.9543 0.7161
C -0.6329 -1.4862 1.1162
N 0.5902 -0.8526 0.6751
C 1.4940 -0.3096 1.5331
O 1.3817 -0.3266 2.7436
C 2.6356 0.3045 0.8589
C 3.5868 0.7978 0.3164
C 4.7301 1.4137 -0.3553
C 4.8528 0.9325 -1.8084
C 6.0463 1.5841 -2.4998
C 5.9594 3.1068 -2.4382
C 5.8329 3.5896 -0.9957
C 4.6387 2.9468 -0.2974
C -1.9013 -0.8425 0.5419
S -6.9697 0.9097 0.3030
H -6.6690 -2.5114 1.0882
H -3.6512 -1.4029 2.5729
H -4.7305 -2.5000 1.7286
H -3.4397 -2.0702 -0.3755
H -2.3602 -3.4065 2.0871
H -2.6217 -4.1166 0.5000
H -0.0777 -3.6033 1.2552
H -0.5642 -3.0589 -0.3550
H -0.6274 -1.4078 2.2039
H 0.7729 -0.7670 -0.3113
H 5.6348 1.1082 0.1841
H 4.9374 -0.1555 -1.8287
H 3.9297 1.1926 -2.3368
H 6.9694 1.2551 -2.0099
H 6.1043 1.2461 -3.5363
H 6.8341 3.5557 -2.9130
H 5.0846 3.4403 -3.0071
H 6.7481 3.3375 -0.4489
H 5.7384 4.6768 -0.9637
H 3.7098 3.2561 -0.7872
H 4.5733 3.2703 0.7424
H -1.7151 -0.5487 -0.4943
H -2.1940 0.0587 1.0799
```